Formula: C8H12O2
Source: the OMol25 dataset
Level of theory: ωB97M-V/def2-TZVPD

Structure (XYZ):
```
22
C8H12O2 ωB97M-V/def2-TZVPD
C 1.16 1.38 -0.67
C 2.27 -1.10 1.44
C 1.15 -0.23 1.53
C 0.25 0.38 2.26
O 1.07 0.05 -0.18
H 1.16 1.35 -1.76
H 0.30 1.96 -0.33
H 2.07 1.88 -0.32
H 3.20 -0.69 1.80
H 2.09 -2.13 1.75
H 2.10 -0.78 0.12
H -0.50 1.04 1.85
H 0.27 0.22 3.33
C -1.81 -1.29 -0.23
C -1.92 0.15 -0.65
C -1.84 0.38 -2.08
C -1.79 0.57 -3.26
O -2.17 1.05 0.12
H -2.55 -1.90 -0.76
H -1.95 -1.38 0.85
H -0.82 -1.66 -0.50
H -1.74 0.75 -4.31
```

Values from the calculation:
- HOMO: -0.3269 Eh
- HOMO-LUMO gap: 9.28 eV
- LUMO: 0.0141 Eh
- Energy relative to the best compared isomer or geometry (same formula, charge and spin): 140.0 kcal/mol

Formula: C4H9NO3
Source: the OMol25 dataset
Level of theory: ωB97M-V/def2-TZVPD

Structure (XYZ):
```
17
C4H9NO3 ωB97M-V/def2-TZVPD
C 0.55 -0.39 0.38
C 0.75 0.88 -0.45
C 0.03 -1.68 -0.20
C -0.41 1.25 -1.35
N -0.56 -0.22 1.47
O 1.74 -0.58 1.10
O -1.58 1.40 -0.64
O -0.36 1.41 -2.53
H 1.81 -1.53 1.24
H -2.27 1.62 -1.28
H -1.35 0.35 1.15
H -0.19 0.11 2.36
H 1.61 0.71 -1.09
H 0.97 1.74 0.19
H 0.79 -2.22 -0.77
H -0.70 -1.37 1.27
H -0.83 -1.50 -0.85
```

Values from the calculation:
- HOMO: -0.2710 Eh
- HOMO-LUMO gap: 7.84 eV
- LUMO: 0.0172 Eh
- Energy relative to the best compared isomer or geometry (same formula, charge and spin): 74.4 kcal/mol

Formula: C44H34BrGeMnOP
Source: the OMol25 dataset
Level of theory: ωB97M-V/def2-TZVPD

Structure (XYZ):
```
83
C44H34BrGeMnOP ωB97M-V/def2-TZVPD
Mn 1.96 -0.93 0.01
O 5.00 -1.50 1.22
C 4.13 -0.84 0.74
C 4.62 0.54 0.33
C 5.99 0.83 0.44
C 6.55 2.07 0.12
C 5.77 3.13 -0.31
C 4.40 2.89 -0.40
C 3.86 1.65 -0.09
P 2.09 1.41 -0.14
C 1.36 2.15 1.38
C 1.82 1.70 2.62
C 1.31 2.24 3.80
C 0.32 3.21 3.77
C -0.19 3.58 2.55
C 0.30 3.05 1.37
C 1.50 2.05 -1.74
C 1.27 1.19 -2.84
C 0.74 1.70 -4.03
C 0.43 3.06 -4.14
C 0.73 3.89 -3.08
C 1.23 3.40 -1.88
H 6.62 0.00 0.73
H 7.62 2.22 0.21
H 6.22 4.07 -0.55
H 3.73 3.68 -0.73
H 2.62 0.97 2.65
H 1.71 1.89 4.75
H -0.07 3.65 4.68
H -0.98 4.30 2.49
H -0.09 3.43 0.42
H 1.51 0.14 -2.76
H 0.56 1.06 -4.88
H 0.01 3.46 -5.04
H 0.54 4.94 -3.16
H 1.44 4.07 -1.07
C 0.10 -1.52 0.88
Ge -1.68 -0.95 0.20
C -2.26 0.94 0.15
C -2.06 1.67 -1.00
C -2.59 2.95 -1.10
C -3.32 3.47 -0.08
C -3.56 2.73 1.08
C -2.99 1.49 1.21
C -2.37 -1.83 -1.43
C -2.00 -3.11 -1.78
C -2.36 -3.63 -3.02
C -3.23 -2.94 -3.85
C -3.68 -1.68 -3.45
C -3.24 -1.14 -2.26
C -2.68 -1.75 1.70
C -3.59 -2.79 1.49
C -4.22 -3.38 2.58
C -3.90 -3.00 3.88
C -2.97 -2.00 4.07
C -2.36 -1.39 3.01
H 0.16 -1.36 1.97
H -1.47 1.23 -1.81
H -2.38 3.57 -1.97
H -3.72 4.48 -0.14
H -4.16 3.14 1.88
H -3.16 0.92 2.12
H -1.49 -3.72 -1.05
H -1.97 -4.60 -3.32
H -3.48 -3.34 -4.82
H -4.32 -1.09 -4.10
H -3.60 -0.15 -1.96
H -3.82 -3.11 0.49
H -4.95 -4.15 2.41
H -4.39 -3.48 4.72
H -2.69 -1.71 5.06
H -1.63 -0.60 3.19
Br 2.45 -6.78 -1.23
C 1.84 -5.11 -0.58
C 1.35 -5.09 0.72
C 0.86 -3.91 1.24
C 0.67 -2.78 0.39
C 1.17 -2.85 -0.98
C 1.86 -3.99 -1.42
H 1.38 -6.00 1.30
H 0.61 -3.84 2.29
H 0.85 -2.17 -1.76
H 2.40 -4.05 -2.37
```

Values from the calculation:
- HOMO (alpha / beta): -0.2424 / -0.2509 Eh
- HOMO-LUMO gap (alpha / beta): 6.25 / 6.93 eV
- LUMO (alpha / beta): -0.0126 / 0.0037 Eh
- Energy relative to the best compared isomer or geometry (same formula, charge and spin): 0.0 kcal/mol
- 2S+1: 4

Formula: C4H10NO
Source: the OMol25 dataset
Level of theory: ωB97M-V/def2-TZVPD

Structure (XYZ):
```
16
C4H10NO ωB97M-V/def2-TZVPD
C 0.72 -1.32 -0.75
C 0.71 -0.14 0.24
C 0.99 1.18 -0.51
N -0.44 -0.16 1.08
C -1.87 0.20 0.59
O -2.31 1.35 1.07
H 0.00 -1.23 -1.56
H 1.69 -1.49 -1.25
H 0.47 -2.25 -0.22
H 1.56 -0.34 0.89
H 0.25 1.33 -1.29
H 0.84 2.01 0.18
H 1.99 1.19 -0.94
H -0.36 0.19 2.03
H -1.75 0.13 -0.52
H -2.45 -0.66 0.95
```

Values from the calculation:
- HOMO: -0.0826 Eh
- Total charge: -1
- Structure (SMILES): CC(C)NC[O-]
- HOMO-LUMO gap: 6.39 eV
- LUMO: 0.1522 Eh
- Energy relative to the best compared isomer or geometry (same formula, charge and spin): 10.6 kcal/mol

Formula: C4H7ClN2O10RuSe
Source: the OMol25 dataset
Level of theory: ωB97M-V/def2-TZVPD

Structure (XYZ):
```
26
C4H7ClN2O10RuSe ωB97M-V/def2-TZVPD
Ru 0.18 -1.40 0.10
O 1.71 -3.64 -0.41
Cl 2.51 -2.64 -1.05
O 3.53 -3.17 -1.88
O 3.08 -1.79 -0.01
O 1.58 -1.79 -1.85
C 0.58 2.84 -0.02
C 0.19 1.41 -0.17
N 1.03 0.44 0.00
O 2.32 0.80 0.33
C -1.11 0.98 -0.58
C -2.31 1.81 -0.84
N -1.18 -0.33 -0.78
O -2.14 -0.88 -1.35
H 1.59 3.00 -0.38
H 0.56 3.12 1.04
H -0.11 3.48 -0.56
H 2.79 -0.05 0.27
H -2.19 2.81 -0.41
H -3.17 1.32 -0.37
H -2.54 1.92 -1.91
O -1.54 -2.52 3.62
Se -1.49 -1.65 2.28
O 0.04 -0.89 2.01
O -1.26 -2.61 0.88
O -2.65 -0.56 2.06
```

Values from the calculation:
- HOMO (alpha / beta): -0.1980 / -0.2026 Eh
- Total charge: -1
- HOMO-LUMO gap (alpha / beta): 7.89 / 7.37 eV
- LUMO (alpha / beta): 0.0919 / 0.0683 Eh
- Energy relative to the best compared isomer or geometry (same formula, charge and spin): 22.7 kcal/mol
- 2S+1: 2

Formula: C8H16N2O3Se2Te2Ti
Source: the OMol25 dataset
Level of theory: ωB97M-V/def2-TZVPD

Structure (XYZ):
```
34
C8H16N2O3Se2Te2Ti ωB97M-V/def2-TZVPD
Ti -1.25 1.56 -1.11
C 1.84 1.11 3.36
N 0.53 1.17 2.74
C -0.59 1.34 3.66
C 0.32 1.33 1.43
O -0.82 1.54 0.99
C 1.45 1.27 0.44
O 0.93 0.85 -0.82
C 1.06 -0.53 -1.13
C -0.35 -1.12 -1.17
O -1.25 -0.51 -0.56
N -0.52 -2.33 -1.70
C -1.89 -2.79 -1.92
C 0.50 -2.91 -2.57
H 2.07 2.05 3.87
H 2.63 0.92 2.63
H 1.85 0.30 4.09
H -0.59 2.34 4.09
H -0.49 0.61 4.47
H -1.52 1.17 3.13
H 2.28 0.62 0.73
H 1.83 2.28 0.30
H 1.63 -1.06 -0.37
H 1.56 -0.62 -2.09
H -2.55 -2.30 -1.23
H -1.93 -3.87 -1.78
H -2.20 -2.54 -2.94
H 0.57 -2.34 -3.50
H 0.21 -3.93 -2.79
H 1.47 -2.93 -2.07
Se -0.75 0.68 -3.51
Te -3.16 1.02 -2.93
Te -2.59 3.85 -0.36
Se -0.29 3.81 -1.39
```

Values from the calculation:
- HOMO: -0.2161 Eh
- HOMO-LUMO gap: 5.78 eV
- LUMO: -0.0038 Eh